(P)
Density functional theory data (ωB97M-V/def2-TZVPD) for a cluster of 3 separate species, C3H11NO3 in total.

Calculated values
Orbital gap (spin up / spin down)   8.415 / 3.862 eV
E_LUMO (spin up / spin down)   -4.941 / -9.495 eV
Highest occupied orbital energy (spin up / spin down)   -13.357 / -13.357 eV
Expectation value of S²   0.76

The geometry in ORCA input format:
```
! RIJCOSX wB97M-V def2-TZVPD def2/J DEFGRID3
* xyz 1 2
C 1.491 -0.755 -3.720
C 0.348 -0.329 -2.731
C 0.851 0.090 -1.401
N -0.014 0.294 -0.371
O 2.067 0.459 -1.359
H 0.918 -1.305 -4.519
H 2.063 -1.518 -3.109
H 2.179 0.065 -3.742
H -0.210 0.547 -3.162
H -0.337 -1.188 -2.580
H -1.012 0.249 -0.485
H 0.513 0.814 0.238
H 1.807 -1.560 6.824
H 2.443 -1.972 5.347
O 2.526 -1.500 6.172
H -4.839 3.277 2.616
H -5.265 1.671 2.902
O -5.527 2.660 3.078
*
```

Okay, here come the natural (NBO) numbers, in e, for every atom: C -0.607; C -0.484; C 0.644; N -0.684; O -0.047; H 0.270; H 0.221; H 0.240; H 0.289; H 0.275; H 0.461; H 0.424; H 0.490; H 0.478; O -0.968; H 0.474; H 0.473; O -0.946

(Q)
Density functional theory data (ωB97M-V/def2-TZVPD) for a cluster of 2 separate species, C3H11NO3 in total.

Calculated values
Orbital gap (spin up / spin down)   11.760 / 5.775 eV
E_LUMO (spin up / spin down)   -3.561 / -9.368 eV
Highest occupied orbital energy (spin up / spin down)   -15.321 / -15.143 eV
Expectation value of S²   0.76

The geometry in ORCA input format:
```
! RIJCOSX wB97M-V def2-TZVPD def2/J DEFGRID3
* xyz 1 2
C -0.823 -0.958 -1.088
O 0.231 -1.843 -0.843
C -0.643 0.448 -0.399
C -1.321 0.336 1.001
O -1.107 1.641 1.522
N 0.730 0.885 -0.285
H -0.686 -0.700 -2.158
H -1.784 -1.459 -1.045
H 0.775 -1.577 -0.070
H -1.096 1.279 -1.005
H -0.743 -0.383 1.600
H -2.398 0.284 0.876
H -1.705 2.248 1.964
H 1.083 1.477 -1.037
H 0.958 1.282 0.628
H 2.926 -1.719 -0.192
H 2.453 -0.298 0.193
O 3.151 -0.944 0.340
*
```

Okay, here come the natural (NBO) numbers, in e, for every atom: C -0.048; O -0.657; C -0.133; C -0.060; O -0.778; N -0.385; H 0.210; H 0.232; H 0.475; H 0.285; H 0.205; H 0.233; H 0.534; H 0.426; H 0.439; H 0.481; H 0.432; O -0.891

(R)
Density functional theory data (ωB97M-V/def2-TZVPD) for a cluster of 3 separate species, C3H11NO3 in total.

Calculated values
Orbital gap (spin up / spin down)   10.501 / 5.374 eV
E_LUMO (spin up / spin down)   -3.761 / -8.887 eV
Highest occupied orbital energy (spin up / spin down)   -14.262 / -14.261 eV
Expectation value of S²   0.77

The geometry in ORCA input format:
```
! RIJCOSX wB97M-V def2-TZVPD def2/J DEFGRID3
* xyz 1 2
C -0.742 1.732 -0.589
C -2.073 0.976 -0.552
N -1.891 -0.412 -0.345
C -0.657 -1.023 0.024
O -3.221 1.294 -0.759
H -0.966 2.795 -0.454
H -0.194 1.336 0.252
H -0.217 1.586 -1.541
H -2.617 -1.069 -0.640
H -0.754 -2.103 0.142
H -0.308 -0.726 1.029
H 0.056 -0.843 -0.802
H 3.948 -2.695 -2.151
H 2.808 -3.180 -2.932
O 3.245 -2.365 -2.699
H 0.743 2.052 4.452
H 1.900 1.339 3.706
O 0.942 1.307 3.858
*
```

Okay, here come the natural (NBO) numbers, in e, for every atom: C -0.725; C 0.632; N -0.165; C -0.511; O -0.340; H 0.284; H 0.247; H 0.276; H 0.446; H 0.264; H 0.296; H 0.295; H 0.470; H 0.466; O -0.936; H 0.483; H 0.477; O -0.959

Looking at the structures above, which would you pick as the most stable? I would pick (R).